Record 1
51
Properties=species:S:1:pos:R:3:forces:R:3:lowdin_charge:R:1 method="wB97M-V/def2-TZVPD" e_above_lowest_kcal_mol=10.3 total_charge=+1 homo_energy_ev=-11.7 lumo_energy_ev=-4.8635 homo_lumo_gap_ev=6.83 energy_ha=-2620.3931
Te 0.3448 -0.1406 -2.4884 -0.264 -0.300 -0.490 1.376
Rh -1.8941 -0.1130 -1.0218 1.570 1.111 0.836 0.554
S -3.9575 0.7844 -1.3539 -0.086 -0.163 -0.050 0.720
S -5.2017 0.5607 1.5201 -0.060 0.047 0.189 1.133
Si 2.4909 -2.3921 -1.1090 -0.019 -0.001 -0.072 0.387
Si 0.7388 3.0127 -0.9584 -0.051 0.010 0.038 0.395
F -1.8239 -2.5111 -2.6124 -0.080 -0.231 -0.004 0.153
F -3.1596 -2.6426 -0.7713 -0.110 -0.192 0.102 0.218
N -2.7479 0.3118 0.8025 -0.093 -0.681 0.444 -0.115
C 1.2565 -0.9941 -0.7260 -0.291 0.148 0.037 -0.518
C -1.9205 -0.9232 4.2019 0.002 0.011 -0.026 -0.057
C 1.2573 1.7790 -2.2909 -0.091 -0.114 -0.041 -0.551
C -3.9375 0.6364 0.3838 -0.656 0.078 -0.673 -1.044
C -4.0442 -0.0062 2.7050 -0.145 -0.076 0.106 -0.436
C -1.6958 -0.5694 2.8855 0.018 -0.036 0.067 -0.011
C 3.5391 -2.5882 0.4090 0.111 -0.086 0.133 -0.174
C 1.4801 -3.9070 -1.4725 -0.107 -0.106 -0.050 -0.163
C -2.7772 -0.1208 2.1395 0.272 0.146 -0.405 -0.280
C 3.5478 -1.8884 -2.5509 0.091 0.124 -0.103 -0.191
C -4.2681 -0.3487 4.0342 0.003 0.037 -0.032 -0.063
C -3.1944 -0.8154 4.7683 0.003 -0.005 0.019 -0.059
C 1.6676 4.5797 -1.3074 0.165 0.105 -0.010 -0.172
C -1.0912 3.3250 -1.0605 -0.150 0.050 -0.011 -0.175
C 1.1642 2.3488 0.7291 0.014 -0.070 0.158 -0.177
B -2.3371 -1.9539 -1.5276 -0.109 0.189 -0.139 -0.841
H -0.7099 -0.6342 2.4426 -0.009 -0.010 -0.001 0.107
H 2.7483 4.4183 -1.2918 -0.021 0.024 -0.011 0.042
H -1.3592 3.9040 -1.9473 0.016 -0.010 0.013 0.050
H 4.0724 -1.6651 0.6477 -0.007 -0.020 0.004 0.039
H 2.9573 -2.8850 1.2843 0.001 0.023 -0.019 0.038
H -3.3447 -1.1040 5.7994 0.007 0.009 -0.003 0.116
H 1.7181 -0.1468 -0.2175 -0.027 -0.012 -0.014 -0.004
H 0.5078 1.5278 1.0343 0.015 0.004 -0.005 0.013
H 1.4395 5.3410 -0.5575 -0.011 -0.022 -0.016 0.043
H 1.4019 4.9881 -2.2849 0.016 -0.008 0.015 0.042
H 4.0949 -0.9675 -2.3276 0.010 -0.025 -0.038 0.040
H -1.0997 -1.2853 4.8056 -0.005 0.000 0.000 0.114
H -1.6849 2.4093 -1.0979 -0.029 -0.018 0.009 -0.054
H -5.2517 -0.2669 4.4765 0.012 0.011 -0.004 0.119
H 4.2892 -2.6634 -2.7595 -0.008 0.017 0.024 0.044
H 1.0408 3.1483 1.4644 -0.008 -0.037 0.009 0.045
H 4.2895 -3.3646 0.2363 -0.011 0.021 0.036 0.044
H 0.4631 -1.3765 -0.0740 0.044 -0.011 0.081 -0.002
H 2.9786 -1.7315 -3.4690 -0.005 -0.018 0.007 0.017
H 2.0765 -4.6808 -1.9601 0.008 0.013 0.037 0.045
H 0.6402 -3.6840 -2.1373 0.028 -0.022 0.002 0.025
H -1.4303 3.8810 -0.1825 0.016 0.022 -0.034 0.052
H 1.1380 2.2377 -3.2756 0.046 -0.052 -0.016 0.016
H 2.1994 2.0055 0.7966 -0.015 0.011 0.004 0.040
H 1.0785 -4.3323 -0.5492 -0.033 -0.001 -0.037 0.043
H 2.3100 1.5030 -2.1836 0.035 0.116 -0.067 0.016



Record 2
52
Properties=species:S:1:pos:R:3:forces:R:3:mulliken_spin:R:1 method="wB97M-V/def2-TZVPD" e_above_lowest_kcal_mol=34.6 total_charge=+2 homo_energy_ev="-14.8 / -14.7" lumo_energy_ev="-7.9053 / -8.9486" homo_lumo_gap_ev="6.91 / 5.72" spin_multiplicity=2 energy_ha=-2710.1514
Re -0.4234 0.2683 -0.5737 -0.021 -0.622 -0.216 0.225
Cl -0.8542 -0.0693 -3.0206 0.086 -0.013 -0.102 0.006
Cl 1.8068 -0.1953 -4.3703 -0.081 -0.015 0.116 0.001
S -0.4527 2.4439 -0.8767 -0.122 0.688 -0.041 0.096
S -0.2460 3.7020 1.6391 -0.083 0.059 -0.064 0.615
N 3.4187 5.1465 1.2777 -0.002 -0.001 0.002 -0.005
N -0.3762 0.4288 1.5282 0.137 0.079 0.429 0.013
N -0.3644 -1.9654 -0.5458 -0.063 -0.099 -0.041 0.001
N -2.5530 0.1401 -0.1977 0.087 -0.014 0.018 0.057
N 1.7208 -0.0770 -0.6211 -0.052 -0.054 0.020 -0.019
N 2.4907 2.6426 -2.4189 0.019 -0.051 0.022 -0.006
C -1.3076 -2.7380 0.3201 0.007 -0.016 0.008 0.015
C 1.0248 -2.4278 -0.2475 0.052 0.070 -0.052 -0.003
C 2.2678 3.2346 -1.4566 0.020 -0.156 -0.352 0.006
C 2.7200 4.5604 0.5792 0.148 0.165 0.188 -0.012
C 1.8369 3.7916 -0.2247 -0.605 -0.063 0.338 -0.054
C 2.1247 -0.1482 1.9082 0.004 0.015 -0.032 0.000
C 0.6017 3.4234 0.2323 0.555 0.167 -0.320 0.051
C 0.6573 -0.2573 2.3608 -0.016 -0.093 0.051 -0.007
C 2.0315 -1.5069 -0.9051 -0.010 -0.064 0.039 0.010
C 2.4446 0.4784 0.5585 0.005 -0.001 -0.012 0.000
C 0.3207 0.6886 -4.2365 -0.047 0.006 0.064 0.000
C -2.8168 0.6264 1.1900 0.036 -0.051 0.056 0.010
C -1.7201 0.1577 2.1301 -0.123 0.000 -0.090 0.010
C -3.2054 -1.1457 -0.5797 -0.073 -0.054 -0.003 0.009
C -2.7988 -2.3706 0.2244 -0.011 0.000 0.002 -0.005
H -0.2405 0.6434 -5.1638 0.035 0.055 0.007 0.000
H 0.5587 0.1305 3.3770 0.020 -0.018 -0.014 0.001
H -0.2278 1.4393 1.6731 0.006 0.057 0.050 -0.001
H 3.0422 -1.7450 -0.5682 -0.007 -0.019 -0.018 -0.001
H -3.7975 0.2934 1.5339 0.017 0.003 0.040 0.001
H 2.2215 1.5419 0.5763 0.017 -0.058 0.037 0.008
H 1.1376 -2.4382 0.8341 0.017 0.010 -0.010 0.002
H -2.9720 0.8267 -0.8228 0.035 0.031 -0.011 -0.004
H -2.8235 1.7168 1.1476 -0.020 -0.021 0.007 -0.009
H -1.7957 0.6685 3.0918 -0.043 -0.002 -0.012 -0.001
H 0.4975 1.6974 -3.8757 0.025 -0.029 -0.017 -0.001
H 2.5741 -1.1404 1.9746 -0.004 -0.006 -0.008 -0.001
H 2.0680 0.4512 -1.4259 0.036 0.060 0.007 -0.008
H -0.5603 -2.2370 -1.5101 0.016 0.009 -0.012 0.000
H -3.3410 -3.2038 -0.2240 -0.002 0.019 -0.015 0.000
H -1.7924 -0.9110 2.3260 -0.001 0.012 -0.019 -0.002
H -1.1723 -3.7957 0.0847 -0.033 0.015 0.045 -0.001
H 1.1579 -3.4535 -0.5972 0.038 0.016 0.005 0.002
H -4.2868 -1.0236 -0.4822 0.018 -0.023 -0.009 -0.001
H 0.3578 -1.3036 2.4118 0.012 0.009 0.003 0.004
H -3.1990 -2.2895 1.2362 0.005 -0.002 0.005 -0.001
H 3.5180 0.3775 0.3804 -0.003 0.015 0.030 -0.002
H -2.9959 -1.2868 -1.6421 -0.002 -0.013 0.018 0.001
H 2.6703 0.4567 2.6335 0.006 -0.009 -0.009 0.001
H 2.0029 -1.6383 -1.9834 -0.006 0.004 -0.114 -0.003
H -0.9505 -2.6086 1.3406 -0.028 0.007 -0.013 0.002